{
  "formula": "C2H3N3OS",
  "method": "ωB97M-V/def2-TZVPD",
  "max_force_ev_per_a": 5.638,
  "smiles": "N/N=C/N1SC1=O",
  "energy_ha": -715.576979,
  "e_homo_ha": -0.3269,
  "species": ["H", "N", "C", "O", "S", "H", "N", "N", "C", "H"],
  "coordinates": [[-0.13009, 2.08895, 2.06327], [-0.85208, 1.43658, 1.61258], [0.14227, -0.02361, 0.14143], [1.72664, -2.32633, -1.96374], [-0.41404, -0.72821, -2.52042], [1.25596, 0.17689, 0.50663], [-0.83830, 0.53863, 0.60920], [0.05749, -1.10105, -0.78970], [0.84118, -1.59841, -1.67587], [-1.78903, 1.53655, 2.01662]],
  "forces_ev_per_a": [[-0.8, -2.0, -1.6], [-0.4, 1.4, 1.4], [5.6, -0.6, 0.6], [0.6, 0.0, 0.8], [-1.1, 0.6, -0.7], [-2.2, -0.4, -0.8], [-2.1, 0.6, 1.1], [-2.6, 1.8, 2.2], [2.0, -1.5, -2.3], [0.9, 0.1, -0.6]]
}


{
  "formula": "C4H5NS2",
  "method": "ωB97M-V/def2-TZVPD",
  "max_force_ev_per_a": 2.673,
  "smiles": "C#CCC(=S)NS",
  "energy_ha": -1006.457298,
  "e_homo_ha": -0.3120,
  "species": ["H", "H", "S", "C", "H", "S", "N", "C", "H", "C", "C", "H"],
  "coordinates": [[-2.34648, -0.52116, 0.40733], [1.82484, -1.29475, -1.13140], [2.22595, -0.17476, -0.49344], [-1.30054, 0.34875, 2.01810], [0.74524, 0.09586, 1.21151], [-0.75003, -0.19666, -1.96699], [0.73674, 0.01712, 0.25383], [-0.44993, 0.01864, -0.33088], [-2.17763, 1.12551, 0.24837], [-0.98040, 0.41244, 3.17681], [-1.62033, 0.22423, 0.57060], [-0.71081, 0.39304, 4.24648]],
  "forces_ev_per_a": [[-0.6, -1.3, -0.1], [0.3, 0.1, -0.1], [0.2, -0.4, -0.5], [0.0, -0.2, -0.1], [0.1, 0.2, 2.7], [0.5, 0.0, 1.0], [-0.1, 0.1, -1.7], [-0.6, -0.1, -2.0], [0.6, -0.2, 0.1], [0.2, -0.2, 0.8], [-0.1, 1.8, 1.4], [-0.4, 0.1, -1.4]]
}


{
  "formula": "BCd3H24O18P2",
  "method": "ωB97M-V/def2-TZVPD",
  "max_force_ev_per_a": 6.697,
  "energy_ha": -2579.639965,
  "total_charge": -1,
  "e_homo_ha": -0.1190,
  "species": ["O", "H", "H", "H", "H", "H", "H", "H", "Cd", "P", "O", "H", "H", "Cd", "H", "H", "O", "O", "O", "H", "H", "H", "H", "H", "O", "O", "O", "O", "O", "H", "H", "O", "P", "Cd", "O", "O", "O", "B", "H", "H", "O", "O", "H", "H", "H", "H", "O", "O"],
  "coordinates": [[1.63021, 1.95947, 2.54858], [-4.34433, -0.07174, 0.05426], [-0.99448, -1.70741, -2.34323], [-1.77808, -2.60713, 0.52006], [-1.16679, -3.14856, -2.84483], [1.49524, 1.17717, 1.94290], [1.50842, -3.14392, -0.07483], [-1.02497, -1.85379, 2.74399], [-2.31229, 0.59222, 1.87545], [-0.23694, -0.29409, 0.44049], [2.65167, 2.11138, -3.89320], [-1.05201, 4.12977, -0.79518], [-2.00353, -3.00278, -0.95088], [2.02196, -0.46998, -0.79150], [-1.79290, 1.93527, -2.93633], [0.08204, -2.13923, 3.79131], [-0.42175, 3.59532, -1.29062], [-0.98798, 0.85990, 3.46981], [2.08043, -2.55440, -0.59069], [-2.18836, 0.57821, -1.74953], [0.45044, 3.89552, -0.99494], [-3.33465, 1.00782, -0.46435], [4.28382, -1.18958, 0.36060], [-1.09992, 1.22856, 4.35283], [1.20515, -0.10592, 0.99013], [-1.23095, -1.08543, 1.31260], [-0.02127, -0.50517, -1.08207], [-0.99063, 1.16120, 0.37644], [2.49311, -0.28701, -2.81461], [-2.90780, 2.32674, -1.51324], [-0.01974, 0.83686, 3.32646], [4.03508, -0.38519, -0.11446], [1.98236, 1.18346, -2.88233], [-0.33483, 1.42067, -1.62863], [1.99789, -1.16254, 3.22499], [-3.63973, 0.51209, 0.35895], [-1.66858, -2.35477, -2.62964], [-2.57786, 1.50191, -2.26120], [1.75378, -1.00577, 2.27279], [2.56957, 2.15659, 2.49254], [-2.14085, -3.31774, -0.03357], [0.49975, 1.23826, -3.45300], [-3.44674, 1.20878, -2.96065], [2.80064, -3.11854, -0.90256], [4.85287, 0.12375, -0.18654], [2.44095, -0.35263, 3.49599], [1.71984, 1.47484, -1.35212], [-0.83722, -2.35246, 3.58350]],
  "forces_ev_per_a": [[-0.2, -0.6, 0.2], [0.1, -0.1, 0.2], [-0.2, 0.1, -0.2], [-0.2, -0.2, -0.2], [0.1, 0.1, -0.2], [0.2, 0.7, -0.1], [-0.1, 0.2, -0.1], [0.5, -0.8, 0.8], [-1.4, 1.1, 1.3], [-1.6, 3.6, -1.5], [1.6, -0.5, 2.4], [-0.1, -0.2, -0.1], [-0.2, 0.1, 0.2], [4.1, -0.9, -3.0], [1.2, 1.2, -1.6], [0.0, 0.1, -0.1], [0.3, 1.9, 0.6], [0.8, 0.5, 1.6], [0.3, -3.1, 0.6], [0.1, -2.2, 1.0], [0.0, -0.2, -0.2], [0.4, 0.0, -0.1], [0.0, 0.1, 0.0], [0.0, -0.1, 0.0], [-2.6, -0.5, 3.7], [1.7, -1.8, -0.8], [-2.9, -5.4, 2.7], [1.6, -1.5, 2.4], [1.0, -0.1, -0.9], [-0.7, 1.1, 1.3], [-0.1, 0.1, -0.3], [2.4, -0.4, 1.3], [-1.3, 1.2, -6.3], [-2.9, 3.5, -2.2], [0.0, -0.3, -0.2], [-2.1, 0.2, -1.4], [0.3, -0.2, 0.2], [-2.2, 0.4, -0.5], [0.1, 0.2, 0.8], [-0.1, 0.1, -0.1], [0.2, -0.1, -0.1], [1.1, -1.1, -0.7], [-1.3, -0.5, -0.7], [-0.1, 0.1, -0.2], [-0.3, 0.2, -0.3], [-0.1, 0.0, -0.1], [2.9, 3.7, 0.8], [-0.2, 0.3, -0.2]]
}


{
  "formula": "H3N3O2S",
  "method": "ωB97M-V/def2-TZVPD",
  "max_force_ev_per_a": 3.645,
  "energy_ha": -714.499953,
  "e_homo_ha": [-0.3331, -0.3566],
  "species": ["H", "N", "H", "H", "N", "S", "O", "N", "O"],
  "coordinates": [[-0.73911, -1.26765, 0.97012], [-0.29568, -0.25100, -0.65743], [0.56658, 2.90377, -0.29790], [-2.11781, -0.83169, -0.13034], [1.05209, -0.58063, -0.20028], [-0.30775, 2.24510, 0.28405], [1.06631, -1.23377, 0.80118], [-1.15912, -0.83107, 0.09445], [1.93448, -0.15305, -0.86385]],
  "forces_ev_per_a": [[-1.0, 0.5, -1.2], [0.3, 1.1, -1.5], [2.5, 1.8, -1.7], [-0.9, 0.3, -0.5], [-2.5, 0.5, -0.1], [-2.5, -2.0, 1.7], [1.4, -1.1, 1.4], [1.8, -1.3, 2.4], [0.8, 0.2, -0.4]]
}


{
  "formula": "C6H18AgF2N2O14P2",
  "method": "ωB97M-V/def2-TZVPD",
  "max_force_ev_per_a": 2.109,
  "energy_ha": -2431.535675,
  "total_charge": -3,
  "e_homo_ha": 0.0624,
  "species": ["H", "H", "H", "H", "H", "H", "H", "O", "C", "N", "O", "H", "O", "F", "O", "H", "P", "O", "H", "O", "O", "C", "O", "C", "O", "H", "H", "H", "O", "C", "C", "O", "P", "O", "H", "H", "H", "H", "O", "H", "Ag", "C", "N", "O", "F"],
  "coordinates": [[0.33423, -0.16757, -3.20343], [0.42686, 3.49433, -0.35754], [-2.57834, -2.75994, 1.29468], [-3.82523, -3.26372, 0.09933], [-2.35317, -3.00941, -3.27945], [4.25280, 1.64571, -2.15443], [1.38863, 4.92126, -0.83481], [2.47608, 3.17893, -0.49976], [1.34953, 4.04477, -0.18781], [-0.41983, -3.59941, 2.36912], [3.42114, 2.83547, 1.88257], [4.46397, -0.02302, -1.49207], [-2.91267, -1.31382, -2.22226], [-2.99490, -0.29107, 3.80919], [-0.45308, -1.46038, -1.82032], [1.72429, -0.84715, 0.42248], [-1.83306, -1.51555, -1.05165], [-0.21918, -2.51541, 1.74898], [1.03816, -0.24238, 1.97920], [-0.25787, 4.06601, 2.41913], [-1.01286, -3.62256, 3.43573], [-2.79519, -3.38921, 0.43115], [-1.91858, -3.01287, -0.68127], [3.91437, 0.91592, -1.41793], [4.10775, 1.39112, -0.09610], [-2.51303, -4.41435, 0.64111], [-2.26387, -1.46027, -4.17941], [2.76167, -0.28323, 1.75678], [1.74199, 1.23648, 0.73231], [-2.82048, -2.02845, -3.43495], [1.82078, -0.11365, 1.22474], [0.04403, -4.67213, 1.87097], [2.96766, 2.21976, 0.65910], [-1.55656, 4.57824, 0.76111], [2.85786, 0.69510, -1.59005], [1.34747, 4.37357, 0.85257], [-3.83150, -2.27163, -3.77100], [-0.71345, 0.60443, -2.03897], [-2.00221, -0.53355, 0.00094], [0.91777, 0.07223, -1.53567], [-1.36296, -0.21946, 2.19672], [0.05145, -0.16765, -2.14278], [-1.20383, 3.75430, 1.68478], [-1.84106, 2.69985, 1.82534], [0.27436, 0.47035, 3.89366]],
  "forces_ev_per_a": [[0.1, -0.2, 0.1], [0.0, 0.1, 0.0], [-0.1, 0.0, 0.0], [-0.1, -0.2, 0.1], [0.2, 0.2, 0.0], [0.1, 0.0, 0.0], [0.1, -0.2, -0.1], [0.2, 0.6, -0.1], [-0.3, 0.0, 0.1], [1.1, 0.1, -0.6], [0.9, 0.4, 0.7], [0.1, 0.1, -0.2], [-0.5, 0.4, -0.2], [-0.4, -0.2, -0.4], [0.3, -0.3, -0.3], [-0.1, 0.2, -0.2], [0.4, 0.4, 0.3], [-0.2, -0.6, 0.1], [0.0, 0.1, 0.1], [0.2, 0.0, 0.2], [-0.5, 0.0, 0.3], [0.6, 0.2, -0.2], [-0.3, -0.8, 0.1], [-0.4, -0.3, 0.4], [0.7, 0.2, -0.2], [-0.2, -0.1, 0.1], [0.0, 0.0, -0.1], [0.0, 0.1, -0.1], [0.2, 0.0, -0.5], [0.0, -0.8, 0.4], [0.1, -0.2, 1.0], [-0.2, 0.1, -0.1], [-1.5, -0.9, -0.6], [0.2, -0.2, 0.1], [0.1, 0.1, -0.1], [0.1, -0.2, 0.0], [0.0, 0.4, -0.1], [0.1, 0.0, 0.3], [-0.6, 0.4, -0.5], [-0.1, 0.0, 0.2], [0.0, 0.5, 2.0], [-0.1, 0.4, -0.7], [-0.9, 0.2, -0.4], [0.4, 0.5, -0.2], [0.1, -0.4, -0.7]]
}